ORCA calculation (ωB97M-V/def2-TZVPD) on a molecular structure, CH5N3O at a distorted geometry.

Structure (XYZ):
```
10
Properties=species:S:1:pos:R:3:forces:R:3
N 0.48548 0.46468 0.10242 0.158 -0.180 0.202
N 1.38203 -0.63525 0.00744 -0.102 0.223 -0.154
C -0.90161 0.21208 0.19802 -0.072 -0.218 -0.441
O 0.79669 1.51261 -0.92112 0.103 -0.349 1.124
N -1.31544 -0.96562 0.37080 0.104 0.179 0.163
H 0.97103 1.52846 0.30935 -0.162 0.272 -0.904
H 0.89176 -1.43716 0.40388 -0.051 0.098 -0.100
H 1.49925 -0.79501 -0.99303 -0.060 -0.067 0.030
H -2.32727 -1.00998 0.45400 0.057 0.089 -0.041
H -1.48193 1.12519 0.06824 0.024 -0.050 0.120
```
Forces are in eV/Å.

Values from the calculation:
HOMO energy	-9.30	eV
LUMO level	0.030	hartree
energy relative to the best compared isomer or geometry (same formula, charge and spin)	108.4	kcal/mol
calculated total energy	-7630.9356	eV
gap between HOMO and LUMO	10.1	eV

ORCA calculation (ωB97M-V/def2-TZVPD) on 3 unconnected molecules or ions with the total composition C26H52N2O10S2 at a distorted geometry.

Structure (XYZ):
```
92
Properties=species:S:1:pos:R:3:forces:R:3
C -0.58000 1.06132 -2.39434 -1.037 -0.238 0.447
O 0.86507 0.76986 -2.35603 -1.079 -0.764 -2.771
C 1.31034 0.14682 -3.64526 -0.395 0.474 0.847
C 2.07468 1.25426 -4.60122 2.479 -1.213 0.165
C 3.11493 0.29505 -5.48772 0.606 0.570 -0.703
C 2.25113 -0.22476 -6.78174 0.037 -1.484 0.385
C 2.84605 -1.62527 -7.46224 -1.000 0.316 -0.492
C 1.67337 -2.09437 -8.55783 0.983 2.347 0.450
S 0.23167 -2.95174 -7.66615 -2.575 -6.311 1.398
O -0.49332 -3.91922 -8.65984 2.907 4.086 3.270
O 0.68660 -3.67136 -6.34282 -1.202 3.327 -4.702
O -0.95482 -1.78965 -7.20117 1.564 -1.082 -0.264
C 2.74890 2.55524 -3.79837 -3.450 -0.140 1.810
O 3.07203 3.63910 -4.77183 -1.458 -2.520 -1.384
S 2.21183 3.23854 -6.19117 0.483 3.149 -6.609
O 1.30408 4.29336 -6.87185 2.253 -3.550 4.319
O 3.26457 2.95481 -7.29579 -2.991 -0.607 4.794
O 1.22441 1.97094 -5.60919 2.522 1.377 0.684
H -1.17177 0.18293 -1.84434 1.247 1.915 -1.189
H -0.74505 2.05495 -1.79348 0.252 -1.888 -1.288
H -0.98970 1.15333 -3.50730 0.943 0.028 2.391
H 2.00542 -0.75680 -3.31774 -1.119 2.278 -0.971
H 0.43038 -0.32078 -4.25867 1.490 0.971 1.222
H 4.08014 0.90416 -5.83819 -2.259 -1.196 0.662
H 3.53586 -0.61465 -4.86358 -1.154 1.890 -1.162
H 2.14177 0.57880 -7.62669 0.291 -1.486 1.816
H 1.17325 -0.52576 -6.36831 2.243 0.792 -1.069
H 2.99651 -2.48939 -6.68029 -0.212 1.821 -1.539
H 3.82015 -1.43696 -8.10734 -1.987 -0.386 1.480
H 1.21963 -1.06942 -8.96018 0.794 -2.449 0.528
H 2.13972 -2.74504 -9.41729 -1.629 0.883 1.865
H -1.55469 -2.16839 -6.49308 1.246 0.005 -1.038
H 3.49742 2.33899 -2.92521 -0.778 0.469 -2.447
H 1.80716 3.04173 -3.24921 1.967 -1.394 -0.850
C -3.10610 -0.53628 3.19730 -0.109 -0.210 0.176
C -3.37012 -0.49718 1.66932 0.047 1.539 1.481
C -4.89176 -0.50482 1.36166 0.053 -0.368 -0.334
C -5.54819 -1.86861 1.50477 -0.057 -0.104 0.038
C -4.80186 -2.91402 0.68244 0.070 0.363 -0.048
C -3.28993 -2.97733 1.02894 0.006 -2.038 0.514
N -2.62909 -1.62349 1.00532 -1.269 1.242 -4.799
O -2.44682 -1.26738 -0.34468 0.020 -1.001 3.636
C -3.12985 -3.65374 2.41847 0.005 0.237 0.433
C -2.59923 -3.99513 0.06030 0.111 0.771 -0.299
C -2.83766 0.92583 1.27613 0.188 -0.585 -0.649
H -3.34992 -1.47742 3.67953 -0.013 -0.074 -0.093
H -2.05362 -0.32599 3.41879 -0.125 -0.062 -0.131
H -3.70638 0.22240 3.71570 0.114 -0.029 -0.302
H -5.06245 -0.15533 0.33575 0.257 -0.035 0.023
H -5.41853 0.20163 2.00579 0.313 0.140 0.109
H -5.59377 -2.15755 2.56120 0.047 -0.021 -0.091
H -6.58802 -1.81138 1.15884 0.150 -0.001 0.089
H -5.26778 -3.89456 0.84427 0.350 0.041 -0.001
H -4.93397 -2.68368 -0.38378 0.205 0.020 0.124
H -2.10947 -3.52427 2.80445 -0.248 0.065 -0.080
H -3.31109 -4.73395 2.36029 0.030 0.261 -0.287
H -3.84054 -3.29245 3.17082 0.245 0.047 -0.182
H -2.73719 -3.73133 -0.99334 0.114 0.168 0.241
H -3.01906 -5.00158 0.17717 -0.086 0.346 0.269
H -1.52253 -4.06341 0.26442 -0.225 0.109 -0.035
H -1.75193 1.00109 1.41947 -0.194 -0.131 -0.046
H -3.30486 1.70096 1.89694 -0.028 -0.429 0.075
H -3.06254 1.18742 0.23572 0.097 -0.232 0.155
C 1.39096 2.59789 3.20657 0.314 0.019 -0.073
C 0.85728 2.34148 4.64024 -0.567 1.392 -1.443
C 1.51330 3.30585 5.66482 0.111 -0.366 0.294
C 2.93231 2.92563 6.05620 0.120 -0.017 0.015
C 2.99021 1.47680 6.52912 -0.320 0.158 -0.042
C 2.40864 0.48516 5.48583 1.716 -1.133 -0.158
N 1.04485 0.89231 4.99139 -2.272 0.191 4.487
O 0.11937 0.58353 6.00662 2.241 0.460 -2.986
C 3.41564 0.35954 4.30935 0.002 0.277 -0.397
C 2.41307 -0.95157 6.10794 -0.758 0.331 0.101
C -0.64734 2.77034 4.51666 0.063 -0.703 0.550
H 2.42359 2.30635 3.04411 0.031 -0.073 0.099
H 0.78705 2.06618 2.46253 0.035 -0.004 0.205
H 1.34614 3.66641 2.95972 -0.163 -0.187 0.213
H 0.90915 3.33827 6.58008 -0.095 -0.199 -0.155
H 1.52267 4.32756 5.28080 -0.218 -0.088 -0.264
H 3.61455 3.09280 5.21465 -0.040 -0.072 0.054
H 3.27697 3.58364 6.86392 -0.037 -0.078 -0.152
H 4.03202 1.21719 6.75708 -0.205 -0.214 -0.176
H 2.43881 1.39286 7.47582 -0.068 -0.092 -0.216
H 2.95764 -0.15185 3.45166 0.040 0.184 0.184
H 4.29438 -0.23059 4.59684 -0.328 0.062 0.191
H 3.82338 1.31942 3.97169 -0.230 -0.189 0.027
H 1.84483 -1.00593 7.04225 -0.088 0.107 -0.292
H 3.43190 -1.27386 6.35486 -0.097 0.365 -0.236
H 1.99847 -1.68576 5.40461 0.017 0.217 0.125
H -1.19968 2.10418 3.84126 0.178 0.054 0.162
H -0.72975 3.78777 4.11347 0.369 -0.235 0.005
H -1.16388 2.77933 5.48339 0.200 -0.185 -0.166
```
Forces are in eV/Å.

Values from the calculation:
2S+1	3
⟨S²⟩	2.0096
HOMO energy (alpha / beta)	-9.27 / -9.84	eV
LUMO level (alpha / beta)	0.001 / -0.020	hartree
calculated total energy	-72917.7410	eV
gap between HOMO and LUMO (alpha / beta)	9.3 / 9.3	eV

ORCA calculation (ωB97M-V/def2-TZVPD) on 2 unconnected molecules or ions with the total composition C6H17NO at a distorted geometry.

Structure (XYZ):
```
25
Properties=species:S:1:pos:R:3:forces:R:3
C 2.15374 0.84538 0.54632 1.035 -0.885 0.679
C 0.70601 1.21943 0.63673 -0.614 -0.570 0.373
N -0.19757 0.13036 0.18780 0.052 0.918 -0.057
C -1.56379 0.42691 0.70201 1.373 -1.479 0.491
C -1.63913 0.10883 2.19548 0.022 0.200 -0.224
C -0.22882 0.16446 -1.26905 -0.613 -1.207 -0.726
C -1.17522 -0.86012 -1.93480 0.051 0.449 -0.038
H 2.43400 0.12729 1.33403 -0.455 -0.034 -0.134
H 2.86441 1.64641 0.74318 -0.251 0.455 -0.394
H 2.40632 0.32070 -0.37230 0.008 0.317 -0.165
H 0.42743 1.43490 1.66927 0.269 0.105 -0.044
H 0.46497 2.10923 0.06016 0.086 0.453 -0.244
H -2.15362 -0.35038 0.23211 -0.747 0.585 -0.358
H -1.80553 1.46906 0.48112 -0.582 -0.027 -0.208
H -1.07682 0.84649 2.76491 -0.033 -0.207 0.295
H -1.25443 -0.90018 2.36614 0.166 0.215 0.025
H -2.66713 0.10919 2.54663 -0.175 0.193 0.010
H 0.72169 -0.08690 -1.72905 0.568 0.506 0.531
H -0.54219 1.14466 -1.64698 0.127 0.285 0.014
H -1.04529 -1.89940 -1.59896 -0.220 0.383 0.292
H -0.93847 -0.87003 -2.99792 -0.029 0.067 -0.142
H -2.20195 -0.49795 -1.85354 -0.074 -0.573 0.053
O 2.33669 -1.98645 -1.14959 0.662 0.504 -0.556
H 1.43097 -2.04461 -1.46404 -0.010 -0.482 0.553
H 2.54372 -2.60729 -0.44968 -0.615 -0.171 -0.025
```
Forces are in eV/Å.

Values from the calculation:
structure (SMILES)	CCN(CC)CC.O
HOMO energy	-8.80	eV
LUMO level	0.035	hartree
energy relative to the best compared isomer or geometry (same formula, charge and spin)	22.1	kcal/mol
calculated total energy	-10034.6256	eV
gap between HOMO and LUMO	9.8	eV

ORCA calculation (ωB97M-V/def2-TZVPD) on a molecular structure, C6H10O.

Structure (XYZ):
```
17
Properties=species:S:1:pos:R:3:forces:R:3
C -2.26188 1.14841 0.02152 -0.063 0.018 0.049
C -0.90966 0.58262 -0.39965 0.037 -0.006 -0.065
C -0.18518 -0.25554 0.65379 -0.122 0.306 0.001
O -0.20078 -1.68346 0.35459 -0.087 -0.092 -0.043
C 1.22005 -1.71455 0.39633 0.255 -0.290 0.063
C 1.81625 -0.82935 -0.65057 0.036 -0.006 -0.170
C 1.34095 -0.24793 0.65757 0.067 0.182 0.159
H -2.15158 1.89224 0.81851 -0.023 -0.129 -0.067
H -2.93456 0.36218 0.37986 0.090 0.081 -0.046
H -2.74506 1.64375 -0.82726 0.032 -0.062 0.149
H -0.25061 1.40422 -0.70579 -0.055 -0.086 0.036
H -1.03999 -0.06035 -1.27635 0.032 0.117 0.079
H -0.59792 -0.10362 1.65994 0.039 0.003 -0.158
H 1.70263 -2.58091 0.83738 -0.073 0.152 -0.067
H 2.89489 -0.88372 -0.76734 -0.143 -0.030 0.074
H 1.26381 -0.63307 -1.56675 0.084 -0.073 0.141
H 1.97615 0.29850 1.34556 -0.107 -0.083 -0.136
```
Forces are in eV/Å.

Values from the calculation:
HOMO energy	-9.18	eV
LUMO level	0.043	hartree
energy relative to the best compared isomer or geometry (same formula, charge and spin)	41.7	kcal/mol
calculated total energy	-8429.4337	eV
gap between HOMO and LUMO	10.4	eV